No. 1
A 2-piece molecular cluster, C2H5O4 overall at a distorted geometry, computed with wB97M-V/def2-TZVPD.

Element x y z (Å)
C -0.059 0.719 0.455
C 0.221 -0.578 -0.178
O 3.878 0.477 0.328
O 0.487 -1.650 0.386
O 2.018 0.117 -0.670
O 3.050 -0.311 -0.055
H 0.560 0.883 1.314
H -1.125 0.643 0.905
H -0.048 1.559 -0.295
H 0.052 -0.649 -1.311
H 0.801 -2.361 -0.067

Calculated values
ΔE to the lowest compared entry with this formula, charge and spin: 0.640 eV
total energy: -379.562890 Ha
charge: +1
HOMO (spin up / spin down): -17.29 / -17.29 eV
multiplicity: 1

=====

No. 2
A 2-piece molecular cluster, C2H5OP overall at a distorted geometry, computed with wB97M-V/def2-TZVPD.

Element x y z (Å)
C 1.960 -0.329 0.198
C -1.288 0.531 -0.026
O 2.337 0.710 0.603
P -0.524 -1.014 0.502
H 2.485 -1.134 -0.233
H -2.381 0.507 0.031
H -1.027 0.871 -1.017
H -0.906 1.141 0.772
H -0.657 -1.283 -0.828

Calculated values
ΔE to the lowest compared entry with this formula, charge and spin: 2.759 eV
total energy: -495.679139 Ha
HOMO: -8.06 eV
multiplicity: 1

=====

No. 3
A 2-piece molecular cluster, C2H5OPS overall at a distorted geometry, computed with wB97M-V/def2-TZVPD.

Element x y z (Å)
C 0.660 0.443 -0.270
C -0.309 -0.584 0.208
O -0.980 -1.242 -0.537
P -4.521 1.070 -0.055
S -4.094 -0.891 0.090
H 0.225 1.306 0.058
H 1.683 0.372 0.288
H 0.859 0.266 -1.274
H -2.790 -1.001 -0.597
H -0.423 -0.663 1.383

Calculated values
ΔE to the lowest compared entry with this formula, charge and spin: 2.497 eV
total energy: -893.881056 Ha
HOMO (spin up / spin down): -7.61 / -7.59 eV
multiplicity: 1

=====

No. 4
C2H5OPS3 in the gas phase at a distorted geometry, computed with wB97M-V/def2-TZVPD.

Element x y z (Å)
C 0.589 0.326 -0.895
C 0.041 0.141 0.459
O -3.350 -0.113 -1.149
P -2.933 0.022 0.219
S 1.901 -0.864 -1.502
S 1.122 0.230 1.860
S -1.014 -1.461 0.487
H -0.158 0.207 -1.657
H 1.177 1.308 -1.000
H 2.746 0.058 -1.087
H 0.802 1.395 2.427
H -0.922 -1.251 1.838

Calculated values
ΔE to the lowest compared entry with this formula, charge and spin: 3.891 eV
total energy: -1690.248376 Ha
HOMO (spin up / spin down): -7.54 / -7.55 eV
SMILES: O=P#[SH]=C(S)CS
multiplicity: 1

=====

No. 5
C2H5OPS3 in the gas phase at a distorted geometry, computed with wB97M-V/def2-TZVPD.

Element x y z (Å)
C 0.050 0.788 -0.802
C 0.267 -0.143 0.376
O -3.347 0.086 0.683
P -2.328 -0.292 1.630
S 0.813 0.216 -2.441
S 1.835 -0.489 1.040
S -0.754 -1.654 0.202
H -0.966 0.815 -0.819
H 0.424 1.842 -0.589
H 2.124 0.451 -1.990
H 1.646 0.568 1.751
H 0.236 -2.188 0.959

Calculated values
ΔE to the lowest compared entry with this formula, charge and spin: 3.997 eV
total energy: -1690.244482 Ha
HOMO (spin up / spin down): -7.21 / -7.86 eV
SMILES: O=P#[SH]=C(S)CS
multiplicity: 1

=====

No. 6
A 2-piece molecular cluster, C2H5OS overall at a distorted geometry, computed with wB97M-V/def2-TZVPD.

Element x y z (Å)
S -1.936 1.594 0.182
H -1.961 2.909 -0.125
C 0.646 -1.144 0.803
C 0.824 -0.839 -0.524
O 0.396 0.249 -1.160
H 1.118 -1.730 1.511
H -0.210 -0.679 1.139
H 1.555 -1.234 -1.179
H -0.432 0.874 -0.648

Calculated values
ΔE to the lowest compared entry with this formula, charge and spin: 0.951 eV
total energy: -552.622407 Ha
charge: -1
HOMO: -3.46 eV
multiplicity: 1

=====

No. 7
A 2-piece molecular cluster, C2H5OS overall at a distorted geometry, computed with wB97M-V/def2-TZVPD.

Element x y z (Å)
S 0.239 1.344 -1.551
H 1.310 1.364 -2.426
O 0.361 -2.075 1.340
C -0.103 -1.121 0.728
C -0.739 0.078 1.310
H 0.006 -1.033 -0.402
H -0.716 -0.140 2.430
H -0.403 1.104 1.290
H -1.865 0.065 0.982

Calculated values
ΔE to the lowest compared entry with this formula, charge and spin: 0.544 eV
total energy: -552.637369 Ha
charge: -1
HOMO: -2.79 eV
multiplicity: 1

=====

No. 8
C2H5P as an isolated structure at a distorted geometry, computed with wB97M-V/def2-TZVPD.

Element x y z (Å)
C 0.287 0.701 -0.164
C 0.238 -0.778 -0.131
P -1.490 -0.022 -0.031
H 0.823 1.181 0.785
H 0.580 1.403 -1.356
H 0.403 -1.218 -1.063
H 0.700 -1.325 0.620
H -1.540 0.057 1.340

Calculated values
ΔE to the lowest compared entry with this formula, charge and spin: 1.280 eV
total energy: -420.457541 Ha
HOMO: -9.68 eV
multiplicity: 1

=====

No. 9
A 2-piece molecular cluster, C2H5PS overall at a distorted geometry, computed with wB97M-V/def2-TZVPD.

Element x y z (Å)
C 1.448 -1.022 -0.913
C -1.112 0.956 0.283
P 0.973 -1.451 0.542
S 0.189 1.572 -0.717
H 1.639 0.068 -1.275
H -0.649 0.053 0.807
H -2.085 0.885 -0.211
H -1.375 1.785 1.062
H 0.971 -2.846 0.422

Calculated values
ΔE to the lowest compared entry with this formula, charge and spin: 4.864 eV
total energy: -818.519119 Ha
HOMO (spin up / spin down): -8.45 / -8.46 eV
multiplicity: 1

=====

No. 10
C2H5PSi in the gas phase at a distorted geometry, computed with wB97M-V/def2-TZVPD.

Element x y z (Å)
C -0.588 0.128 0.679
C 0.865 0.027 -0.057
Si -0.607 -0.416 -1.098
P 0.632 -1.239 1.180
H -1.010 0.979 1.152
H 1.533 0.881 -0.161
H -0.479 -1.766 -1.461
H -0.961 0.644 -2.190
H 1.289 -0.905 2.551

Calculated values
ΔE to the lowest compared entry with this formula, charge and spin: 0.168 eV
total energy: -709.920821 Ha
HOMO: -8.54 eV
multiplicity: 1

=====

No. 11
C2H5PSi as an isolated structure at a distorted geometry, computed with wB97M-V/def2-TZVPD.

Element x y z (Å)
C -0.569 0.560 0.320
C 0.737 -0.009 -0.217
Si -0.673 -1.098 -0.592
P 0.622 0.133 1.603
H -0.862 1.578 0.083
H 1.348 0.846 -0.709
H -1.015 -2.280 0.013
H -1.047 -0.919 -2.002
H 1.459 1.190 1.502

Calculated values
ΔE to the lowest compared entry with this formula, charge and spin: 0.005 eV
total energy: -709.926831 Ha
HOMO: -8.99 eV
multiplicity: 1

=====

No. 12
An isolated ion of composition C2H5S and charge -1 at a distorted geometry, computed with wB97M-V/def2-TZVPD.

Element x y z (Å)
C 0.602 -0.212 0.527
C -0.352 0.254 -0.576
S -2.105 0.634 0.029
H 1.458 -0.760 0.111
H 0.043 -0.902 1.157
H 0.930 0.664 1.095
H -0.684 -0.651 -1.092
H 0.108 0.974 -1.251

Calculated values
ΔE to the lowest compared entry with this formula, charge and spin: 0.303 eV
total energy: -477.396220 Ha
charge: -1
HOMO: -1.99 eV
SMILES: CC[S-]
multiplicity: 1

=====

No. 13
A 31-piece molecular cluster, C2H65O34P overall at a distorted geometry, computed with wB97M-V/def2-TZVPD.

Element x y z (Å)
O 1.300 -1.433 5.231
H 2.248 -1.565 5.165
H 0.977 -1.057 4.409
H 0.871 -2.283 5.355
O 3.439 -1.053 -1.187
H 2.666 -0.806 -0.675
H 4.166 -1.046 -0.560
H 3.635 -0.412 -1.874
O 4.407 -2.425 2.209
H 3.551 -2.727 1.897
H 4.755 -1.712 1.668
H 4.331 -2.093 3.107
C -0.037 -0.395 -0.459
O 1.242 -0.528 0.193
H -0.124 0.522 -1.042
H -0.312 -1.202 -1.138
H -0.798 -0.377 0.321
C 3.062 2.097 -3.291
O 3.840 0.929 -3.112
H 2.194 1.974 -3.938
H 2.660 2.338 -2.307
H 3.537 3.019 -3.625
P 6.661 -0.495 0.481
O 7.060 0.260 -0.781
O 7.494 -1.841 0.599
O 5.137 -0.651 0.739
O 7.359 0.085 1.786
O 0.475 -1.267 -5.021
H 1.427 -1.246 -4.925
H 0.332 -1.360 -5.963
O 0.201 -0.795 2.884
H 0.086 -0.437 2.003
H -0.306 -1.606 2.881
O -3.526 -0.703 1.335
H -3.067 -1.328 1.897
H -2.852 -0.078 1.069
O -5.987 1.144 0.732
H -6.257 1.465 -0.128
H -5.060 0.931 0.629
O -3.010 2.600 -5.159
H -3.094 3.548 -5.054
H -2.331 2.349 -4.533
O -1.662 -2.844 2.187
H -2.036 -3.159 1.365
H -1.859 -3.535 2.820
O -3.411 2.363 3.920
H -4.082 3.004 4.154
H -3.313 2.451 2.972
O 3.311 1.079 1.691
H 2.510 0.757 1.278
H 4.016 0.601 1.254
O 3.240 0.985 4.381
H 3.034 1.034 3.447
H 3.548 0.089 4.512
O 4.065 3.794 1.596
H 3.918 2.850 1.538
H 3.257 4.140 1.976
O 2.116 -3.158 1.028
H 1.711 -3.904 0.586
H 1.581 -2.407 0.771
O -1.912 0.663 5.428
H -1.313 0.438 4.716
H -2.583 1.207 5.014
O -0.372 2.630 1.618
H 0.252 2.688 0.895
H 0.090 2.135 2.295
O -0.805 5.405 1.124
H -1.476 5.609 1.776
H -0.652 4.466 1.222
O -5.096 -1.439 -2.038
H -5.213 -1.494 -1.089
H -4.895 -2.335 -2.307
O -5.821 -1.968 0.771
H -6.349 -1.956 1.569
H -4.998 -1.547 1.021
O -2.477 -4.329 0.193
H -2.276 -4.250 -0.739
H -2.512 -5.272 0.353
O -2.967 2.584 0.958
H -2.806 2.384 0.037
H -2.116 2.471 1.382
O -0.604 0.952 -4.004
H -0.050 1.563 -3.518
H -0.077 0.157 -4.080
O -2.698 2.160 -2.199
H -3.594 2.030 -2.511
H -2.202 1.438 -2.585
O 1.459 3.796 -0.141
H 1.815 3.117 -0.714
H 1.644 4.617 -0.597
O -1.761 5.148 -2.811
H -1.822 4.371 -2.255
H -2.588 5.164 -3.292
O -2.466 -4.907 -2.526
H -2.137 -5.734 -2.880
H -2.017 -4.233 -3.035
O 2.135 -4.460 -2.289
H 1.469 -4.014 -2.812
H 1.951 -5.391 -2.411
O -1.374 -3.099 -4.079
H -0.830 -2.361 -4.353
H -2.250 -2.885 -4.401

Calculated values
total energy: -3014.533819 Ha
charge: -2
HOMO: 0.15 eV
multiplicity: 1

=====

No. 14
C2H69FeO40 as an isolated structure at a distorted geometry, computed with wB97M-V/def2-TZVPD.

Element x y z (Å)
Fe -2.606 -1.866 1.523
O -1.537 -0.728 5.486
C -1.937 -1.571 4.520
O -1.699 -1.042 3.364
O -2.468 -2.613 4.799
H -1.776 -1.043 6.392
O -0.773 0.917 -1.014
C -0.702 0.172 0.094
O 0.398 -0.159 0.605
O -1.806 -0.154 0.576
H 0.106 1.321 -1.168
O -3.874 -2.660 2.571
H -3.376 -2.957 3.417
O -1.735 -3.249 -2.609
H -1.063 -2.667 -3.054
H -1.181 -4.033 -2.337
O -2.919 -3.053 -0.133
H -2.258 -3.074 -0.873
H -3.756 -2.833 -0.575
O -4.287 -0.660 0.856
H -4.906 -0.360 1.578
H -3.771 0.148 0.611
O -1.322 0.633 -6.030
H -1.828 0.398 -6.810
H -1.305 1.602 -6.009
O 3.827 0.043 3.443
H 3.288 0.448 2.699
H 4.216 0.857 3.900
O -0.924 -3.190 1.425
H -0.960 -4.095 1.088
H -0.087 -3.118 2.043
O 2.458 2.167 -4.189
H 2.575 3.051 -4.551
H 2.210 1.606 -4.936
O -4.609 -2.651 -1.929
H -4.501 -1.702 -2.031
H -3.899 -3.096 -2.430
O 0.779 5.085 -0.844
H 0.934 5.978 -1.167
H 1.291 4.375 -1.279
O 0.988 4.086 1.772
H 0.037 3.870 1.838
H 1.023 4.509 0.883
O 4.233 0.959 -1.426
H 5.004 1.461 -1.801
H 4.582 0.652 -0.562
O -2.559 1.780 3.820
H -2.234 0.865 3.839
H -2.569 2.075 4.702
O 5.065 2.624 1.127
H 4.115 2.467 1.280
H 5.327 3.114 1.885
O 0.290 1.003 3.428
H -0.474 1.592 3.598
H -0.040 0.218 2.952
O 2.508 2.508 4.188
H 2.260 3.308 3.725
H 1.840 1.845 3.863
O -3.363 0.753 -2.837
H -2.776 0.017 -2.683
H -3.452 1.224 -2.009
O 2.397 -2.062 -0.068
H 1.751 -1.425 0.311
H 3.228 -1.805 0.350
O 1.712 2.500 -1.379
H 2.283 2.285 -0.609
H 2.252 2.237 -2.188
O 1.976 0.302 -6.117
H 1.055 0.095 -6.269
H 2.330 -0.534 -5.830
O 2.634 -2.165 -5.158
H 3.119 -2.943 -5.450
H 2.587 -2.133 -4.194
O -0.366 3.084 -5.217
H -1.000 3.757 -4.892
H 0.152 2.884 -4.410
O -4.320 2.663 0.380
H -4.936 3.345 0.649
H -3.624 3.188 -0.080
O 1.746 -1.382 4.806
H 2.551 -0.917 4.556
H 1.249 -0.647 5.219
O 4.953 -0.794 0.949
H 5.884 -1.011 1.076
H 4.659 -0.627 1.905
O -0.563 -5.667 -1.313
H 0.306 -5.446 -1.029
H -0.626 -6.574 -1.652
O -0.533 -1.119 -3.936
H -0.994 -0.583 -4.582
H 0.083 -0.568 -3.463
O 1.151 -3.343 2.863
H 1.084 -2.578 3.483
H 1.144 -4.118 3.445
O 1.872 -4.743 -0.469
H 2.090 -3.852 -0.143
H 2.244 -5.302 0.208
O -1.950 3.680 -0.911
H -1.293 4.295 -0.561
H -1.526 2.819 -0.988
O 2.350 1.626 1.323
H 1.852 2.360 1.776
H 1.627 0.970 1.163
O 2.118 -0.801 -2.530
H 2.127 -1.532 -1.854
H 2.739 -0.168 -2.234
O -6.140 -1.134 2.558
H -5.443 -1.832 2.580
H -6.171 -0.774 3.456
O -1.700 3.435 1.932
H -2.132 2.891 1.202
H -2.012 3.005 2.734

Calculated values
total energy: -4391.250976 Ha
HOMO (spin up / spin down): -10.31 / -10.45 eV
multiplicity: 6
expectation value of S²: 8.757

=====

No. 15
C2H6AuBF4Te as an isolated structure at a distorted geometry, computed with wB97M-V/def2-TZVPD.

Element x y z (Å)
Au -0.223 -0.390 0.428
C 2.179 -2.851 2.120
Te 0.345 -1.807 2.378
C 0.778 -0.679 4.128
H 3.035 -2.271 2.451
H 2.271 -3.062 1.058
H 2.078 -3.770 2.687
H 0.489 -1.307 4.964
H 0.161 0.214 4.085
H 1.825 -0.396 4.188
F -0.246 2.640 -2.469
B -1.022 1.523 -2.573
F -0.656 0.663 -3.568
F -2.364 1.745 -2.475
F -0.676 0.712 -1.237

Calculated values
total energy: -908.004539 Ha
HOMO: -10.33 eV
multiplicity: 1

=====

No. 16
C2H6AuO2 as an isolated structure at a distorted geometry, computed with wB97M-V/def2-TZVPD.

Element x y z (Å)
C -1.359 0.387 0.134
C -0.185 -0.158 -0.639
O 1.009 0.312 0.047
H -2.245 0.302 -0.507
H -1.535 -0.190 1.050
H -1.214 1.445 0.386
H -0.147 0.217 -1.669
H -0.147 -1.254 -0.629
H 1.354 -0.595 1.586
Au 2.767 0.314 -0.426
O 1.702 -0.779 0.668

Calculated values
total energy: -364.078843 Ha
charge: +3
HOMO (spin up / spin down): -27.47 / -28.41 eV
multiplicity: 3
expectation value of S²: 2.007

=====

No. 17
C2H6BCl2N in the gas phase at a distorted geometry, computed with wB97M-V/def2-TZVPD.

Element x y z (Å)
Cl 0.120 -2.135 -1.704
Cl -2.534 -1.236 -0.334
B -0.753 -0.967 -0.598
N -0.061 0.231 -0.279
C -0.703 0.673 0.957
C 1.329 0.298 -0.423
H -1.802 0.582 0.890
H -0.355 -0.030 1.684
H -0.461 1.699 1.116
H 1.765 -0.543 -1.042
H 1.739 1.208 -0.866
H 1.717 0.220 0.599

Calculated values
ΔE to the lowest compared entry with this formula, charge and spin: 0.048 eV
total energy: -1079.877132 Ha
HOMO: -9.83 eV
SMILES: CN(C)B(Cl)Cl
multiplicity: 1

=====

No. 18
A 2-piece molecular cluster, C2H6BNO2 overall at a distorted geometry, computed with wB97M-V/def2-TZVPD.

Element x y z (Å)
B 1.035 -0.032 -0.453
C -3.065 -0.435 0.290
C 0.191 -0.073 0.971
N -2.483 0.436 -0.238
O 1.386 -1.292 -1.241
O 1.427 1.245 -0.775
H 0.863 -0.182 1.748
H -0.499 -0.843 0.965
H -0.179 0.827 1.198
H -1.839 1.170 -0.362
H 1.248 -1.897 -0.537
H 1.915 1.075 -1.565

Calculated values
ΔE to the lowest compared entry with this formula, charge and spin: 1.210 eV
total energy: -309.914778 Ha
HOMO: -11.64 eV
multiplicity: 1

=====

No. 19
C2H6BeClNO2P as an isolated structure at a distorted geometry, computed with wB97M-V/def2-TZVPD.

Element x y z (Å)
C 1.654 0.876 -0.284
O 1.060 -0.294 -0.862
C 0.569 -1.191 0.099
N -0.835 -1.529 -0.118
P -1.917 -0.173 -0.121
O -1.596 0.876 -1.409
Cl -1.459 1.082 1.577
H 1.117 1.171 0.637
H 1.605 1.739 -0.973
H 2.719 0.699 -0.034
H 1.139 -2.143 -0.037
H 0.789 -0.875 1.150
H -1.961 0.406 -2.174
Be -2.885 -0.644 2.550

Calculated values
total energy: -1100.864074 Ha
charge: +1
HOMO: -12.89 eV
multiplicity: 1

=====

No. 20
A 2-piece molecular cluster, C2H6BrN overall, computed with wB97M-V/def2-TZVPD.

Element x y z (Å)
C 1.229 -1.216 0.591
C -0.968 -0.986 -0.139
N 0.057 -0.867 0.851
Br -0.196 3.518 -2.212
H 1.555 -1.634 -0.369
H 0.200 4.066 -0.987
H 1.981 -1.107 1.358
H -1.355 0.013 -0.343
H -0.623 -1.445 -1.073
H -1.782 -1.573 0.287

Calculated values
ΔE to the lowest compared entry with this formula, charge and spin: 0.000 eV
total energy: -2708.531595 Ha
HOMO: -9.63 eV
SMILES: C=NC.Br
multiplicity: 1